A structure of composition C33H51Cl2F9MgN3O7S2 in a non-equilibrium geometry, computed with ωB97M-V/def2-TZVPD.

Structure (XYZ):
```
108
Properties=species:S:1:pos:R:3:forces:R:3:mulliken_charge:R:1
C 2.292091 -1.597353 1.584829 -0.1 0.0 -1.1 -0.4343
C 3.286127 -1.715373 0.333935 0.3 0.1 0.5 -0.4683
O 4.013658 -0.472846 0.116863 -1.8 -0.5 -0.9 -0.2395
C 3.169356 0.354457 -0.716874 0.2 1.3 0.7 -0.2999
C 3.657004 1.847616 -0.501481 0.1 -1.5 -0.1 -0.3462
O 3.012813 2.328019 0.705459 0.3 1.0 -1.4 -0.1821
C 2.667293 3.717445 0.590575 -0.7 0.6 0.7 -1.6103
C 1.245687 3.924090 -0.074408 -1.8 0.3 -2.1 0.8416
C -0.007470 4.004835 0.816070 -1.5 0.3 -2.3 0.3996
C -1.354827 4.185235 0.228518 2.8 -0.5 -0.8 -0.4888
C -2.681507 4.232137 1.091957 2.5 0.4 -0.1 -0.9181
C -2.826224 2.881624 1.897942 -1.6 0.4 0.0 0.4157
C -4.133183 1.980877 1.452993 1.0 2.0 2.8 0.2758
F -4.215781 0.992507 2.485204 0.4 0.5 -1.7 -0.2974
F -5.223199 2.776303 1.614381 1.2 -1.5 -1.2 -0.2528
C -3.946035 1.189237 0.078660 -0.2 -1.2 0.2 1.3134
F -4.053187 -0.177298 0.344695 0.8 2.3 -0.1 -0.2101
F -2.538510 1.355318 -0.340236 -2.3 -0.4 1.1 -0.4508
S -5.037062 1.576853 -1.386126 -0.8 0.1 -5.7 1.2069
F -4.952133 3.175385 -1.175279 -0.3 -2.1 0.9 -0.2361
F -6.418167 1.397083 -0.567994 2.2 0.3 -0.1 -0.2741
F -5.038716 -0.034490 -1.774553 -0.3 2.1 1.0 -0.3254
F -3.682353 1.696593 -2.332794 -1.7 -0.2 1.3 -0.2622
F -5.911683 1.841850 -2.730677 0.9 -0.3 1.8 -0.2681
C -1.387283 4.290011 -1.276043 -0.5 0.3 -2.3 0.4570
N -2.520119 4.462957 -2.045208 1.2 -0.1 0.4 -0.4514
S -2.155737 4.524269 -3.660455 2.1 -0.4 2.5 0.1807
N -0.480786 4.324819 -3.572699 -1.1 0.0 2.7 -0.7079
C -0.198259 4.222669 -2.231690 0.0 -0.4 2.0 0.0295
C 1.113921 4.013581 -1.533169 -0.1 0.0 1.7 -0.4945
H 1.267562 -1.384898 1.145489 0.9 -0.4 0.7 0.0029
H 2.280728 -2.565736 2.164408 -0.1 1.2 -0.6 0.3963
H 2.542641 -0.718719 2.237080 0.1 -1.0 -0.6 -0.0222
H 2.710878 -1.937871 -0.613804 0.6 -0.1 1.0 0.3049
H 4.067387 -2.506216 0.485721 -0.8 0.7 0.0 0.3544
H 3.175617 0.028390 -1.795266 0.2 0.3 0.9 0.3378
H 2.101754 0.315233 -0.334734 1.0 0.0 -0.5 0.0847
H 3.419034 2.481431 -1.395852 0.2 -0.6 0.9 0.2014
H 4.770116 1.798655 -0.317276 -1.1 0.2 -0.3 0.2360
H 2.628283 4.114075 1.651799 -0.1 -0.5 -1.2 0.4213
H 3.473532 4.314407 0.070763 -0.9 -0.7 0.3 0.4712
H 0.106848 3.918865 1.935510 -0.1 0.0 -1.3 0.2396
H -2.501380 5.053700 1.875903 -0.1 -1.7 -1.4 0.2844
H -3.585338 4.548279 0.513105 0.9 -0.6 0.4 0.7874
H -1.846480 2.263347 1.956873 -0.8 3.3 0.8 0.1000
H -3.045460 3.168216 2.974243 0.1 -0.8 -1.1 -0.2559
H 2.042216 3.927888 -2.152596 -1.0 0.2 0.6 0.3787
C 1.308560 1.789962 3.380829 2.0 -0.9 -0.6 -0.2135
O 0.052890 2.264504 3.543267 -1.9 -0.7 -1.1 -0.5341
H 1.765403 1.912126 2.386993 -0.4 0.3 -0.1 -0.1913
H 2.087711 2.227994 4.033202 -0.5 0.4 0.4 0.3264
H 1.462630 0.710084 3.559527 -0.4 0.0 0.4 0.3202
Mg -1.938988 0.747213 1.457166 2.0 -2.0 1.1 0.8550
C -6.437497 -0.996559 -4.374169 0.0 0.0 0.0 -0.3050
C -5.116428 -1.430031 -4.374730 -0.2 0.0 -0.2 -0.1925
C -4.519283 -1.837118 -5.559999 0.2 0.0 0.1 -0.4916
C -5.252578 -1.801446 -6.738393 -0.3 0.2 0.6 0.0000
C -6.574499 -1.377171 -6.746310 -0.1 0.0 -0.1 -0.3687
C -7.166880 -0.974121 -5.556707 0.2 0.0 0.1 -0.6050
N -4.615786 -2.207274 -7.996581 0.2 -0.2 -0.5 1.0143
O -3.460082 -2.591516 -7.947780 -0.3 0.1 0.1 -0.5965
O -5.277244 -2.132701 -9.015476 0.1 0.0 0.4 -0.5913
H -6.900576 -0.673965 -3.448343 0.0 -0.1 -0.1 0.3727
H -4.551237 -1.448300 -3.452281 0.0 -0.1 -0.2 0.4255
H -3.489978 -2.173155 -5.550013 -0.1 0.0 -0.2 0.4512
H -7.150527 -1.352877 -7.662904 0.2 -0.1 0.0 0.4626
H -8.197088 -0.638516 -5.551745 0.1 0.0 0.0 0.3951
C -4.854897 5.307064 4.552159 -0.2 0.2 0.2 -0.3017
Cl -4.085572 5.900499 3.069045 -0.7 0.4 0.7 -0.0722
Cl -4.200159 3.738852 5.041348 -0.1 0.0 0.1 -0.1111
H -4.679711 6.024249 5.349775 0.1 -0.1 -0.1 0.3729
H -5.922490 5.203170 4.376581 0.1 -0.1 -0.1 0.2999
C -1.834270 -4.961628 -0.861525 0.2 0.1 -0.1 -0.8134
O -2.041884 -4.037928 0.201468 -0.3 0.0 -0.1 -0.3041
C -3.416235 -3.723901 0.388717 0.4 -0.1 0.3 0.4278
C -4.011906 -4.498483 1.556196 -0.4 -0.2 -0.3 -0.6218
O -4.054275 -5.889793 1.282295 0.3 0.3 0.0 -0.3833
C -2.994144 -6.604135 1.905418 -0.1 -0.1 0.0 -0.7052
H -0.817438 -5.346838 -0.779835 -0.1 0.1 0.0 0.2605
H -2.530332 -5.800346 -0.817906 0.0 0.0 0.0 0.3467
H -1.936906 -4.447395 -1.823107 0.0 -0.1 0.0 0.3185
H -3.985468 -3.899072 -0.530025 0.0 -0.1 0.1 0.3366
H -3.469389 -2.650744 0.615606 -0.1 0.0 0.0 -0.4384
H -5.045545 -4.169451 1.705718 0.0 0.0 0.0 0.3730
H -3.459290 -4.299476 2.480981 0.1 0.0 -0.1 0.3615
H -3.207516 -6.728029 2.970972 0.1 0.0 0.0 0.3213
H -2.031525 -6.101882 1.779887 -0.1 0.0 0.0 0.2959
H -2.932318 -7.589721 1.444199 -0.1 0.1 0.0 0.2503
C 6.748573 0.486541 1.963020 -0.2 0.0 0.0 -0.6992
C 7.193986 -0.785983 2.671654 0.1 0.1 0.1 -0.2899
C 8.712752 -0.954361 2.717236 0.0 -0.1 0.0 -0.8717
C 9.396854 -1.077963 1.353132 -0.1 0.1 0.0 -0.7206
C 8.896364 -2.225230 0.475302 0.1 0.0 0.0 -0.0764
C 9.130025 -3.601178 1.087243 -0.1 -0.1 -0.1 -1.2256
H 7.050312 0.491250 0.913233 0.0 0.0 0.0 0.2613
H 5.659948 0.572580 1.993576 0.1 0.1 -0.1 0.0229
H 7.171033 1.370822 2.448014 0.0 0.0 0.0 0.3744
H 6.726958 -1.653977 2.195375 0.0 0.0 0.0 0.0689
H 6.817939 -0.761703 3.699456 0.0 -0.1 0.0 0.4165
H 8.950534 -1.832947 3.325446 0.0 0.0 0.0 0.3430
H 9.148346 -0.099229 3.245220 0.0 0.0 0.0 0.3631
H 10.472826 -1.199930 1.517841 0.0 0.0 0.0 0.3983
H 9.283045 -0.138884 0.802694 0.0 0.0 0.0 0.3098
H 9.421085 -2.179228 -0.484251 -0.1 0.0 0.0 0.3608
H 7.833219 -2.099102 0.247363 0.0 0.0 0.0 0.0244
H 10.192623 -3.766121 1.281290 0.0 0.0 0.0 0.2981
H 8.787302 -4.381632 0.403771 0.1 0.0 0.1 0.3868
H 8.585348 -3.723325 2.026102 0.1 0.0 0.0 0.2829
```
Positions in Å, forces in eV/Å.

The highest occupied orbital energy is -10.7938 eV. The calculation puts the LUMO energy at -5.90 eV. As for the net charge: +1. The electronic energy is -4793.8170 Eh.